[1]
Entry from the Open Molecules 2025 dataset: the molecule C9H8N4O in a non-equilibrium geometry (wB97M-V/def2-TZVPD).

CARTESIAN COORDINATES (ANGSTROEM)
O -2.915 3.059 -2.494
N 0.160 0.555 -0.261
N -0.490 -2.268 2.096
C -2.434 2.124 -1.727
C -0.977 1.014 -0.567
C 0.790 -2.612 2.393
C -0.778 -1.268 1.161
C 1.845 -1.889 1.847
C 1.651 -0.918 0.854
C 0.329 -0.551 0.595
N -1.095 1.893 -1.559
N -2.159 0.613 0.075
C -3.193 1.021 -0.972
C -2.166 -0.575 1.001
H 0.903 -3.455 3.014
H 2.844 -2.305 2.167
H 2.405 -0.418 0.271
H -0.579 2.760 -1.414
H -3.498 0.225 -1.744
H -4.068 1.416 -0.490
H -2.797 -1.352 0.633
H -2.425 -0.354 2.057

Cartesian forces, eV/Å:
O 1.99 -4.40 3.90
N 1.28 -0.28 -0.42
N -1.31 1.08 -1.64
C -3.03 3.76 -4.10
C 1.52 -4.20 4.28
C -1.97 2.64 -2.10
C 3.41 0.71 1.62
C 1.78 -1.43 -0.19
C -1.05 -0.83 1.18
C -1.19 -0.04 0.06
N -1.50 2.91 -0.67
N -0.18 0.52 -2.17
C 0.16 -0.93 0.12
C 1.22 -0.72 0.29
H 0.24 -0.67 0.85
H -0.87 1.01 -0.68
H 0.39 0.08 0.30
H 0.47 -0.36 -0.71
H 0.52 0.82 1.24
H -0.47 0.16 -0.01
H -1.03 -0.29 -0.31
H -0.38 0.47 -0.84

Values from the calculation:
Structure (SMILES) ... O=C1CN2Cc3ncccc3N=C2N1
E ... -641.9839 a.u.
HOMO energy ... -8.36 eV
Charge ... 0
Molecular weight ... 188.2 g mol⁻¹

***

[2]
Entry from the Open Molecules 2025 dataset: a structure of composition C5H8O2 in a non-equilibrium geometry (wB97M-V/def2-TZVPD).

CARTESIAN COORDINATES (ANGSTROEM)
C -1.829 -0.073 -0.058
C -1.069 1.126 -0.061
C 0.229 0.521 0.410
C 1.802 -0.654 0.098
C 0.367 -0.761 -0.318
H -2.466 -0.479 -0.811
H -2.405 -0.265 0.923
H -1.536 2.144 0.317
H -0.748 1.606 -1.192
H 0.036 0.329 1.492
H 2.592 -0.795 -0.764
H 1.929 -0.828 1.103
H 0.283 -0.337 -1.408
O 1.622 0.903 -0.098
O -0.958 -1.194 0.086

Cartesian forces, eV/Å:
C -3.09 -4.09 2.80
C 2.19 6.71 -4.21
C 1.22 2.48 -0.18
C 1.74 2.33 -4.99
C -3.85 3.54 -1.90
H -0.85 1.19 -1.16
H 0.23 1.17 -1.31
H 0.95 -2.55 0.26
H -1.10 -1.75 2.52
H 1.46 0.24 -0.23
H -1.23 -0.86 2.40
H 1.18 -0.79 2.07
H 0.43 -1.68 1.45
O -1.47 -2.01 2.70
O 2.19 -3.94 -0.23

Values from the calculation:
E ... -345.5745 a.u.
HOMO energy ... -9.33 eV
Charge ... 0
Molecular weight ... 100.1 g mol⁻¹

***

[3]
Entry from the Open Molecules 2025 dataset: the molecule C5H9N2P in a non-equilibrium geometry (wB97M-V/def2-TZVPD).

CARTESIAN COORDINATES (ANGSTROEM)
C 3.474 0.339 -0.033
C 1.061 0.067 -0.006
C -1.023 -0.817 1.133
C -1.002 1.092 -0.550
C -0.316 -0.251 -0.203
N 2.796 1.401 0.083
N 1.425 1.321 0.089
P 2.417 -1.170 0.005
H 4.598 0.496 -0.019
H -0.208 -0.876 1.954
H -1.733 -1.599 0.882
H -1.763 -0.022 1.470
H -0.744 1.732 0.200
H -2.046 0.977 -0.761
H -0.547 1.359 -1.505
H -0.347 -0.858 -1.062
H 2.279 -1.221 -1.471

Cartesian forces, eV/Å:
C 1.30 -0.27 0.16
C 1.78 1.28 0.60
C 0.64 2.12 -0.16
C 0.10 -2.66 -2.80
C -3.06 1.15 2.01
N 1.01 1.91 0.34
N 0.38 -2.36 -0.18
P 0.10 0.65 -1.37
H -1.49 -0.71 -0.08
H -1.77 -0.81 -1.21
H 0.74 -0.92 0.46
H 1.20 -0.57 -0.23
H 0.10 2.12 1.68
H -0.71 -0.08 0.37
H -0.04 0.74 0.11
H -0.53 -1.45 -0.81
H 0.24 -0.17 1.12

Values from the calculation:
Structure (SMILES) ... CC(C)C1=[PH]=CN=N1
E ... -646.6743 a.u.
HOMO energy ... -9.49 eV
Charge ... 0
Molecular weight ... 128.1 g mol⁻¹

***

[4]
Entry from the Open Molecules 2025 dataset: a cluster of 2 separate species, C4H12 in total in a non-equilibrium geometry (wB97M-V/def2-TZVPD).

CARTESIAN COORDINATES (ANGSTROEM)
C -0.780 -0.305 1.830
C 0.318 0.189 2.736
H -0.884 -1.434 1.914
H -1.766 -0.020 2.236
H -0.742 0.053 0.797
H 1.143 0.854 2.168
H 0.032 1.012 3.465
H 0.709 -0.667 3.465
C 0.517 0.496 -1.753
C -0.019 -0.434 -2.850
H -0.181 1.327 -1.812
H 0.551 0.096 -0.716
H 1.470 1.045 -1.939
H -1.007 0.060 -3.316
H -0.233 -1.441 -2.412
H 0.696 -0.558 -3.621

Cartesian forces, eV/Å:
C -1.53 -1.33 0.70
C 2.44 1.64 1.66
H 0.53 1.24 -0.72
H 0.27 0.29 -0.24
H 0.09 -0.34 0.32
H -1.26 -2.34 1.06
H -0.40 -1.08 -0.74
H -0.24 1.91 -1.94
C 0.07 1.29 0.20
C -2.04 0.21 0.50
H -0.15 0.28 0.88
H -0.07 0.15 -0.94
H -0.33 -1.01 -0.15
H 2.18 -1.49 0.97
H -0.13 0.81 -0.62
H 0.56 -0.22 -0.93

Values from the calculation:
Structure (SMILES) ... CC.CC
E ... -159.5376 a.u.
HOMO energy ... -11.01 eV
Charge ... 0
Molecular weight ... 60.1 g mol⁻¹